Run P
DFT (ωB97M-V/def2-TZVPD) results for the molecule C4H10S.

Properties
HOMO-LUMO gap: 9.58 eV
Net charge: 0
SMILES: CCCSC

Atoms and positions in Å:
C -0.6460 2.0630 -0.3455
C -0.7313 0.5582 -0.0801
C 0.3069 0.1247 0.9293
S 0.3815 -1.6528 1.2499
C 0.7991 -2.3127 -0.3749
H 0.1182 2.3131 -1.0795
H -1.5612 2.4925 -0.7488
H -0.3676 2.5656 0.5759
H -0.6201 -0.0193 -0.9943
H -1.7271 0.3019 0.2804
H 0.0423 0.4765 1.9298
H 1.3027 0.5115 0.7100
H 1.7643 -1.9110 -0.7051
H 0.9187 -3.3857 -0.2457
H 0.0196 -2.1256 -1.1016

Löwdin population analysis, charges in e, atoms 1 to 8: C -0.111; C -0.325; C -0.550; S 0.785; C -0.428; H 0.070; H 0.068; H 0.068



Run Q
DFT (ωB97M-V/def2-TZVPD) results for a cluster of 2 separate species, C4H10S in total.

Properties
HOMO-LUMO gap: 9.62 eV
Net charge: 0
SMILES: C=C.CSC

Atoms and positions in Å:
C 0.3137 -2.6921 -1.4612
C 0.4865 -3.3625 -0.2877
H -0.3136 -1.7320 -1.5550
H 0.2157 -3.5362 -2.1810
H 0.6576 -2.8577 0.6754
H 0.5444 -4.4982 -0.3022
C -0.4768 2.5120 -0.5357
S -0.4206 0.8447 0.1773
C 0.5036 1.2819 1.7269
H 0.4149 3.0132 -0.0429
H -0.1758 2.4248 -1.6546
H -1.4028 3.1351 -0.3383
H 0.0405 2.2703 1.8404
H 1.5300 1.3734 1.5737
H 0.2560 0.4552 2.4946

Löwdin population analysis, charges in e, atoms 1 to 8: C -0.103; C -0.109; H 0.049; H 0.038; H 0.034; H 0.062; C -0.469; S 0.676



The least stable of them is run Q.



Run P
DFT (ωB97M-V/def2-TZVPD) results for the molecule C4H10S.

Properties
HOMO-LUMO gap: 9.83 eV
Net charge: 0
SMILES: CC(C)(C)S

Atoms and positions in Å:
C -1.0370 -0.1507 -0.9981
C 1.2797 -0.2958 -0.5742
C -0.1715 -0.3247 1.3243
C 0.0725 0.2857 -0.0155
S 0.1930 2.1783 0.3636
H -2.0583 0.2118 -0.8152
H -0.7069 0.2120 -1.9037
H -0.9067 -1.2013 -1.1979
H 2.1452 -0.6729 0.0783
H 1.8457 0.2201 -1.2427
H 1.0418 -1.1887 -1.1238
H -1.1651 -0.4275 1.7607
H 0.1876 -1.3377 1.3602
H 0.3838 0.2094 2.0881
H -1.1037 2.2818 0.8957

Löwdin population analysis, charges in e, atoms 1 to 8: C -0.090; C -0.148; C -0.171; C -0.861; S 0.688; H 0.094; H 0.047; H 0.078



Run Q
DFT (ωB97M-V/def2-TZVPD) results for a cluster of 2 separate species, C4H10S in total.

Properties
HOMO-LUMO gap (alpha / beta): 8.24 / 7.80 eV
Net charge: 0

Atoms and positions in Å:
C -2.2721 0.9114 -0.0556
C -0.9609 0.3698 0.5183
C -0.5098 -0.8944 0.0384
C 2.7665 -0.8516 -0.0051
S 2.3987 0.8736 -0.0074
H -2.2724 0.9133 -1.1400
H -2.7125 1.8420 0.2205
H -3.0299 0.0611 0.2685
H -0.8003 0.4139 1.6150
H -0.1204 1.1131 0.1458
H -0.1803 -0.8591 -0.9554
H -0.0990 -1.6623 0.5701
H 3.1599 -1.3492 0.8053
H 2.5200 -1.5408 -0.7828
H 2.1124 0.6594 -1.2355

Löwdin population analysis, charges in e, atoms 1 to 8: C -0.117; C -0.394; C -0.033; C -0.412; S 0.717; H 0.061; H 0.047; H 0.108



The least stable of them is run Q.



Run P
DFT (ωB97M-V/def2-TZVPD) results for a cluster of 20 separate species, H40O20 in total.

Properties
HOMO-LUMO gap: 9.83 eV
Net charge: 0

Atoms and positions in Å:
O -4.3696 -3.2869 1.5447
H -5.0136 -3.6361 0.9739
H -3.9280 -4.1266 1.8160
O -2.6950 1.9971 3.7557
H -2.9039 2.9748 3.7378
H -1.7893 1.9754 3.8545
O -1.2102 -0.7260 4.7324
H -1.4747 0.0728 4.1894
H -0.3496 -0.4741 5.2533
O 2.1939 -3.8551 1.8146
H 1.5198 -4.2774 2.6092
H 1.5040 -3.4159 1.1109
O -2.2098 0.4397 -3.1989
H -3.1475 0.3360 -2.8008
H -2.0095 -0.1388 -3.7826
O 1.1766 2.3674 -0.6549
H 0.9342 3.3678 -0.6352
H 1.4605 2.4999 0.2044
O -0.9462 -3.8418 0.4165
H -1.4390 -3.2882 0.8999
H -1.3100 -3.8187 -0.5129
O -2.6730 -1.1368 0.1152
H -3.4339 -0.8883 0.6324
H -2.4202 -2.0203 0.5557
O -0.0179 -0.8468 -3.9914
H 0.4454 -0.0381 -3.8702
H 0.2939 -1.6644 -3.6722
O 2.6963 0.6643 2.8084
H 2.2535 -0.1508 2.7256
H 1.9617 1.3459 2.4579
O 5.0331 -2.3609 1.1606
H 4.2911 -2.8768 0.7357
H 4.3226 -1.9455 1.6834
O 2.3414 -0.6434 -0.1909
H 1.4057 -0.5537 -0.4209
H 2.4820 0.3441 -0.3500
O -0.3684 4.2615 -2.3245
H -0.8532 3.5851 -2.0048
H 0.4216 3.7543 -2.3697
O 2.0591 2.7308 4.4912
H 2.7060 2.1117 4.7744
H 2.5013 3.2439 3.9145
O -1.5133 -4.2588 -3.8762
H -0.9590 -3.6169 -4.2100
H -2.4415 -4.2069 -3.9513
O 0.0428 4.2564 0.4613
H -0.1098 4.9957 -0.2292
H -0.5135 3.4254 0.4726
O -0.3183 0.7166 1.1326
H -0.3789 0.4413 0.3070
H -1.1885 0.7480 1.4666
O 1.9454 0.8021 -2.5427
H 1.7678 1.4203 -1.9305
H 2.8994 0.3056 -2.5473
O -0.3263 -0.5965 -1.1692
H -1.1755 -0.8838 -0.8282
H -0.3097 -0.5040 -2.1254
O 1.1429 3.0150 -4.5600
H 0.8181 3.6699 -3.9728
H 1.1765 2.2096 -4.0854

Löwdin population analysis, charges in e, atoms 1 to 8: O -0.034; H 0.013; H 0.073; O -0.037; H 0.087; H -0.032; O -0.118; H 0.013



Run Q
DFT (ωB97M-V/def2-TZVPD) results for a cluster of 20 separate species, H40O20 in total.

Properties
HOMO-LUMO gap: 10.09 eV
Net charge: 0

Atoms and positions in Å:
O 4.4221 2.7594 -0.9921
H 3.8802 3.4635 -1.2371
H 4.5556 2.2286 -1.6840
O 0.7679 -4.3529 1.8756
H 1.0501 -4.8584 2.5933
H -0.0858 -4.7651 1.6343
O -1.0251 -2.1816 3.4360
H -1.8977 -2.3418 3.6919
H -0.6195 -2.8851 2.8340
O -3.5842 -0.0766 -1.0012
H -2.8288 0.2448 -0.4221
H -4.2429 0.3876 -0.6005
O 1.6034 -4.7086 -2.9414
H 0.9901 -4.4460 -2.3356
H 2.4171 -4.6307 -2.5719
O 5.0363 3.1252 1.6495
H 5.0829 2.3556 2.1956
H 5.5448 2.7069 0.9555
O 1.9781 1.1776 1.6643
H 2.5879 1.3289 2.2318
H 1.1581 1.1414 2.1570
O -2.1522 -2.2619 -4.2525
H -2.9043 -1.9447 -4.7591
H -1.4025 -1.8629 -4.8366
O 0.4481 -3.4112 -0.5960
H 0.9616 -3.8693 0.0339
H 0.3640 -2.6074 -0.6094
O -0.2145 0.4090 -1.8457
H 0.3079 0.5771 -1.0724
H -0.4873 -0.4195 -2.0793
O -1.3217 2.3143 0.3221
H -0.9334 2.7039 1.1708
H -1.1757 1.3358 0.5498
O 0.7695 -1.0801 1.2216
H 1.1300 -1.7898 1.7017
H 1.4024 -0.5029 1.6774
O 0.1080 3.0335 4.2414
H 0.7537 3.6749 3.9174
H -0.1203 3.8407 4.8388
O -2.5104 3.7788 -3.5185
H -2.3086 2.8922 -3.4233
H -3.5973 3.4126 -3.4389
O -3.5278 -4.2983 -0.8446
H -2.9041 -4.0675 -1.4978
H -4.3031 -4.1753 -1.3388
O -1.5933 5.2169 -1.4426
H -1.8385 5.3824 -2.4492
H -1.5210 4.1620 -1.3651
O 0.9412 -0.8931 -5.9529
H 0.6886 -1.4113 -5.2165
H 0.9516 0.0740 -5.8448
O 1.6940 4.5556 3.0796
H 1.5527 4.7760 2.1434
H 2.2778 3.8671 2.8240
O -4.6503 0.4281 1.8545
H -5.4683 0.6010 1.5913
H -4.0270 1.1692 1.8468
O 2.8996 -3.1603 3.6785
H 2.7549 -3.4930 2.7450
H 2.1657 -2.6293 3.8129

Löwdin population analysis, charges in e, atoms 1 to 8: O 0.036; H 0.026; H -0.023; O -0.033; H 0.030; H 0.099; O -0.059; H 0.000



The least stable of them is run Q.



Run P
DFT (ωB97M-V/def2-TZVPD) results for the molecule C2H3Cl2N.

Properties
HOMO-LUMO gap: 10.76 eV
Net charge: 0
SMILES: Cl[C@@H]1CN1Cl

Atoms and positions in Å:
C 0.4764 0.4498 -0.4724
C -0.3703 0.0758 0.6241
N -0.6076 -0.6307 -0.6099
Cl -1.6206 1.3041 1.1319
Cl -0.0044 -2.2199 -0.5048
H 0.4070 1.3831 -1.0171
H 1.5433 0.0066 -0.5767
H 0.1763 -0.3689 1.4250

From a Löwdin analysis of the wavefunction, the atomic charges in e read: C -0.208; C -0.791; N -0.486; Cl 0.562; Cl 0.617; H 0.096; H 0.126; H 0.085



Run Q
DFT (ωB97M-V/def2-TZVPD) results for a cluster of 2 separate species, C2H3Cl2N in total.

Properties
HOMO-LUMO gap (alpha / beta): 8.60 / 7.97 eV
Net charge: 0

Atoms and positions in Å:
C 0.9699 -0.6082 0.6698
C -0.7422 0.6382 -1.0710
N 0.9958 -1.0083 1.8168
Cl -2.4645 0.7309 -0.6203
Cl 0.0576 2.0818 -1.1559
H -0.6485 -0.0893 -1.9191
H 1.7065 -0.8258 -0.0328
H 0.1253 -0.9193 2.3125

From a Löwdin analysis of the wavefunction, the atomic charges in e read: C -0.067; C -1.137; N 0.059; Cl 0.462; Cl 0.580; H 0.023; H 0.028; H 0.052



Run R
DFT (ωB97M-V/def2-TZVPD) results for a cluster of 2 separate species, C2H3Cl2N in total.

Properties
HOMO-LUMO gap: 9.57 eV
Net charge: 0
SMILES: N=C=CCl.Cl

Atoms and positions in Å:
C -0.9565 0.6115 -0.0768
C -1.4411 -0.5883 0.0345
N -0.4612 1.7113 0.0457
Cl 3.5837 -1.3307 -0.0358
Cl -3.1498 -0.9067 -0.0409
H -0.8238 -1.4607 0.1506
H 3.4137 -0.2862 0.6803
H -0.1650 2.2498 -0.7575

From a Löwdin analysis of the wavefunction, the atomic charges in e read: C -0.285; C -0.580; N 0.161; Cl 0.255; Cl 0.571; H 0.059; H -0.257; H 0.076



The least stable of them is run Q.



Run P
DFT (ωB97M-V/def2-TZVPD) results for a cluster of 2 separate species, CH5O2PS2 in total.

Properties
HOMO-LUMO gap: 9.29 eV
Net charge: 0
SMILES: CSP(=O)=S.O

Atoms and positions in Å:
C -0.9312 1.1746 1.3611
O -0.2136 -1.7133 -1.9267
O 2.5497 0.7221 -1.3515
P 1.4990 0.3314 -0.4286
S 1.3859 -0.9908 0.9341
S -0.0616 1.8239 -0.1085
H -1.7113 1.7993 1.7297
H -0.1849 0.9938 2.1096
H -1.3416 0.2278 1.1134
H 0.1264 -2.5918 -1.6004
H -1.1167 -1.7771 -1.8321

Löwdin population analysis, charges in e, atoms 1 to 8: C -0.483; O -0.083; O -0.405; P 0.039; S 0.286; S 0.563; H 0.029; H -0.008



Run Q
DFT (ωB97M-V/def2-TZVPD) results for the molecule CH5O2PS2.

Properties
HOMO-LUMO gap: 9.73 eV
Net charge: 0
SMILES: CSP(O)(O)=S

Atoms and positions in Å:
C 1.6860 -0.4548 -0.3683
O -0.4301 1.1388 1.0812
O -1.2197 0.5138 -1.2327
P -1.2707 -0.0703 0.3077
S -3.0597 -0.4318 0.8939
S 0.3384 -1.5784 0.1004
H 2.1218 -0.9881 -1.1370
H 2.5437 -0.5848 0.3250
H 1.4745 0.5416 -0.7592
H -0.0963 0.9657 2.0288
H -2.0878 0.9484 -1.2399

Löwdin population analysis, charges in e, atoms 1 to 8: C -0.465; O -0.314; O -0.279; P -0.045; S 0.263; S 0.602; H -0.022; H 0.046



The least stable of them is run P.



Run P
DFT (ωB97M-V/def2-TZVPD) results for the molecule C4H5Cl3.

Properties
HOMO-LUMO gap: 9.99 eV
Net charge: 0
SMILES: C/C=C(\Cl)C(Cl)Cl

Atoms and positions in Å:
C -2.8078 1.1604 0.7093
C -1.3322 1.0751 0.5671
C -0.6404 0.1385 -0.1916
C 0.9050 -0.0929 -0.3660
H -3.0103 1.1040 1.8499
H -3.3589 0.3662 0.2116
H -3.1429 2.0784 0.2792
H -0.7444 1.6914 1.2522
H 1.0697 -0.6799 -1.2703
Cl -1.4367 -1.2856 -0.7736
Cl 1.5648 -1.2108 0.9045
Cl 1.7801 1.4230 -0.5213

Löwdin population analysis, charges in e, atoms 1 to 8: C -0.115; C -0.186; C -0.733; C -1.129; H 0.119; H 0.047; H 0.065; H 0.110



Run Q
DFT (ωB97M-V/def2-TZVPD) results for the molecule C4H5Cl3.

Properties
HOMO-LUMO gap: 9.90 eV
Net charge: 0
SMILES: C[C@H]1[C@H](Cl)C1(Cl)Cl

Atoms and positions in Å:
C -0.5761 -0.0703 -0.0331
C 0.5448 -0.9505 -0.3832
C 0.6647 -0.6768 1.0845
C -0.5700 1.3977 -0.5472
Cl 0.3637 -2.5788 -0.8434
Cl 1.7408 0.3233 1.8688
Cl -0.1160 -1.8496 2.0976
H -1.6028 -0.4582 0.0024
H 1.3394 -0.6360 -1.1058
H 0.2547 1.9624 -0.4155
H -1.3081 2.1219 -0.1364
H -0.7354 1.4149 -1.5888

Löwdin population analysis, charges in e, atoms 1 to 8: C -0.238; C -0.845; C -1.244; C -0.066; Cl 0.660; Cl 0.701; Cl 0.616; H 0.127



The least stable of them is run Q.